Computed, not measured: the molecule C21H25NO6 at a distorted geometry, with ωB97M-V/def2-TZVPD.

Geometry as XYZ:
```
53
Properties=species:S:1:pos:R:3:forces:R:3:lowdin_charge:R:1
H 2.4886 -2.4316 -0.7571 0.007 -0.018 0.086 0.12
C -2.4705 2.3138 -0.0329 -1.370 -0.013 -0.094 -0.15
H -3.6582 -2.8351 2.5379 0.054 -0.033 0.043 0.09
C -3.7663 1.9385 -0.0043 1.254 0.208 0.021 0.09
H 4.5627 -2.3193 0.6128 0.012 0.069 0.004 0.13
C 5.5153 -0.0618 1.5580 0.182 0.051 0.057 -0.10
H 6.0343 0.3098 0.6672 0.001 0.005 0.019 0.10
C -5.5494 0.1736 0.3950 0.838 0.470 -0.081 0.00
H -6.2797 -1.8442 0.9770 -0.125 -0.193 0.052 0.11
N 1.9232 -0.4469 -0.3986 -0.016 -0.063 0.178 -0.16
H -0.5865 -4.5504 -1.5732 -0.101 -0.028 -0.015 0.09
H -1.3701 -3.4116 -2.7027 0.002 -0.023 0.037 0.09
H -3.7504 -3.5190 0.9163 0.045 -0.038 -0.020 0.08
H 1.8851 -0.9189 -2.4012 -0.053 0.079 -0.084 0.13
H 0.9538 0.5165 -1.9387 0.012 -0.072 -0.116 0.13
O 3.3345 2.1566 0.2189 0.075 -0.021 0.150 0.09
O -3.4029 -0.3391 0.7247 0.324 0.021 0.047 0.09
C 1.8309 3.8903 -0.2706 0.221 0.093 -0.042 0.00
C -4.2541 0.6483 0.3476 -1.251 -0.206 -0.044 -0.26
C -1.9628 3.6676 -0.3778 -0.077 0.339 -0.101 -0.30
C -3.4336 -2.6484 1.4880 0.029 0.203 0.003 -0.01
O -2.6365 4.6328 -0.6852 0.112 -0.188 0.060 0.09
H -1.6854 -3.2865 -0.9552 -0.006 -0.028 -0.009 0.07
H -0.7709 -1.0194 -0.8711 -0.021 -0.010 -0.062 0.11
H -0.6049 -1.1400 -2.6348 0.018 0.010 0.072 0.13
O 0.2075 -2.7062 -1.5634 0.278 0.115 0.065 -0.20
C 2.0613 2.5543 0.0930 -0.530 0.051 -0.047 -0.25
H 0.3803 5.4023 -0.7347 0.006 0.130 -0.034 0.12
H 6.0602 -0.9280 1.9506 -0.026 0.035 -0.007 0.09
O -1.4312 1.4708 0.2589 0.167 -0.518 0.148 0.08
C -0.2802 2.1873 0.1199 0.382 1.070 -0.230 -0.15
C 2.5750 -1.6738 0.0213 0.680 0.157 0.099 -0.15
H 0.2430 -0.2267 0.9111 0.108 -0.023 0.073 0.13
C -0.5182 3.5159 -0.2549 0.184 -0.387 0.107 -0.08
H 5.4834 0.7217 2.3120 0.096 0.001 -0.008 0.10
C 0.5559 4.3779 -0.4473 -0.069 -0.246 0.058 0.01
H 3.3860 1.2083 0.4523 0.033 0.027 -0.081 0.08
C -0.0928 -1.3308 -1.6787 0.175 0.299 -0.056 -0.20
C -4.1360 -1.4260 1.0158 -0.906 -0.402 0.015 -0.31
C 1.2051 -0.5085 -1.6511 -0.407 -0.246 -0.132 -0.14
C -5.4679 -1.1626 0.8247 0.654 -0.288 0.123 -0.02
H -2.3601 -2.5143 1.3823 0.082 -0.079 -0.001 0.08
O 4.1801 -0.3940 1.2651 -0.326 0.012 -0.059 -0.23
H 2.1212 -2.0770 0.9338 -0.032 -0.074 -0.052 0.13
H -6.4344 0.7245 0.1511 -0.154 0.193 -0.069 0.11
C -0.9225 -3.5240 -1.7067 -0.084 -0.039 -0.020 -0.11
C 0.9886 1.6756 0.3107 -0.111 -0.301 0.169 -0.06
C 1.2140 0.2350 0.6772 -0.066 0.122 -0.043 -0.11
H 2.6924 4.5221 -0.4163 0.105 0.078 -0.019 0.12
C 4.0606 -1.4000 0.2776 -0.253 -0.378 -0.139 -0.20
H 1.8406 0.1727 1.5716 -0.121 -0.021 -0.036 0.13
H 4.5403 -1.0595 -0.6516 -0.046 -0.027 0.044 0.13
H -4.4983 2.6874 -0.2643 0.014 0.124 -0.030 0.14
```
Positions in Å, forces in eV/Å.

Output
Structure (SMILES)   COCCN(CCOC)Cc1c(O)ccc2c1O/C(=C\c1ccc(C)o1)C2=O
Orbital gap   0.273 hartree
Total energy   -35956.088 eV


Computed, not measured: a structure of composition C21H26BN6PdSi at a distorted geometry, with ωB97M-V/def2-TZVPD.

Geometry as XYZ:
```
56
Properties=species:S:1:pos:R:3:forces:R:3:lowdin_charge:R:1
H -5.4102 -1.4969 1.0903 -0.014 0.008 0.003 0.02
C 2.6973 1.9194 2.0336 -0.170 0.049 -0.047 -0.11
C 3.6623 -1.1269 -1.6726 -0.011 -0.036 0.027 -0.07
C 2.1539 -2.7970 3.2459 -0.086 0.067 0.056 -0.09
H -3.2502 -0.5113 3.5557 -0.002 0.013 -0.012 0.02
C -1.9571 0.6420 0.6923 0.259 -0.377 0.250 -0.35
H 5.0276 -0.9027 0.0956 0.000 -0.009 0.008 0.11
Si -3.0148 -0.8037 1.1068 -0.122 -0.234 0.122 0.38
C 4.0516 -0.9466 -0.3585 -0.041 0.019 -0.058 -0.10
C 0.8335 2.0827 3.1809 0.167 -0.025 -0.105 -0.19
C -0.3413 3.3134 -6.0623 -0.001 -0.013 0.003 -0.12
H -0.5891 1.3722 -6.9431 0.000 -0.003 0.003 0.09
H 1.5412 -1.1854 -2.4193 -0.004 0.055 -0.005 0.10
H -3.3487 -3.1192 0.2400 0.013 -0.013 0.000 0.02
H -1.6891 -1.2372 3.1766 -0.003 0.039 0.020 0.00
H -0.0906 5.0918 -4.8884 0.000 0.000 0.003 0.09
N 2.9474 -0.8146 0.3911 -0.048 -0.192 0.128 -0.03
H -5.2937 0.2141 1.5234 0.018 0.015 0.004 0.01
H 3.6036 2.0359 1.4616 0.015 -0.004 0.013 0.11
H -2.2793 1.1592 -0.2099 0.000 0.068 0.053 -0.02
C -0.1949 4.0134 -4.8717 0.002 0.010 -0.002 -0.11
C -2.7485 -1.2487 2.9220 -0.134 0.000 -0.031 -0.20
N 0.6027 -1.9109 1.9491 -0.380 0.357 0.284 0.01
C -0.1809 3.3447 -3.6586 0.006 0.006 0.000 -0.05
C -0.2354 0.6545 -1.3006 -0.325 0.339 0.457 -0.16
H 4.2924 -1.2588 -2.5349 -0.001 -0.001 0.000 0.08
C -0.4735 1.9313 -6.0221 0.002 0.019 -0.013 -0.11
C -0.4595 1.2591 -4.8111 -0.005 -0.024 0.030 -0.05
C -4.8839 -0.5627 0.8730 0.047 0.121 0.037 -0.21
C 1.0484 -3.6165 3.3386 0.019 -0.028 0.001 -0.07
C 1.8630 2.8531 2.6131 0.020 0.012 -0.073 -0.09
H 0.9406 -4.5167 3.9186 -0.001 0.001 -0.002 0.08
C -0.3125 1.9513 -3.6021 -0.018 0.033 -0.028 -0.26
H -3.1596 -2.2309 3.1742 0.015 -0.006 0.005 0.02
H -0.0446 2.4089 3.7160 0.003 -0.007 0.017 0.09
H -1.6356 -2.6553 0.0977 0.001 0.003 -0.013 -0.01
N 2.1668 0.7003 2.2554 0.275 -0.046 0.177 -0.08
H -1.8643 1.3637 1.5094 0.005 -0.009 0.007 -0.01
H -2.8172 -2.0216 -1.0414 0.027 0.010 -0.002 0.03
C -2.6628 -2.2985 0.0053 -0.015 0.016 0.053 -0.21
Pd -0.0771 -0.2192 0.4128 0.268 -0.341 -1.332 0.76
H -0.3526 3.8382 -7.0094 0.000 0.000 -0.001 0.09
H -0.0658 3.8902 -2.7311 -0.002 -0.002 0.000 0.11
C 2.2621 -1.0979 -1.6241 0.064 -0.108 -0.012 -0.15
C 0.1032 -3.0056 2.5034 0.063 -0.060 -0.142 -0.17
H 1.9692 3.9247 2.6010 0.009 -0.002 0.008 0.08
N 1.8473 -0.9233 -0.3786 0.241 0.362 0.252 -0.04
N 1.8555 -1.7781 2.4231 0.080 -0.183 -0.107 -0.04
B 2.7952 -0.6724 1.9303 -0.022 0.122 -0.145 -0.54
N 1.0356 0.7899 2.9676 -0.310 0.189 0.278 0.04
H 3.1241 -2.8551 3.7095 0.008 0.000 -0.008 0.11
C -0.2966 1.2652 -2.3491 0.081 -0.135 -0.136 -0.12
H 3.8839 -0.7910 2.4414 0.009 -0.070 -0.043 0.11
H -5.1086 -0.2844 -0.1601 -0.003 -0.008 -0.002 0.02
H -0.5657 0.1823 -4.7804 -0.001 0.000 -0.001 0.11
H -0.9043 -3.3122 2.2738 0.002 0.003 0.020 0.09
```
Positions in Å, forces in eV/Å.

Output
Charge   -1
Orbital gap   0.289 hartree
Total energy   -43175.984 eV


Computed, not measured: a structure of composition C21H26BrN5O5S2Ti at a distorted geometry, with ωB97M-V/def2-TZVPD.

Geometry as XYZ:
```
61
Properties=species:S:1:pos:R:3:forces:R:3:mulliken_spin:R:1
C 1.2889 -4.0539 -2.9577 0.040 -0.023 0.011 0.00
C 4.5597 0.4641 3.1437 -0.008 -0.053 0.000 0.00
C 0.2096 -3.6277 -3.6998 -0.044 0.023 -0.002 0.00
H -2.3957 -0.3702 0.1031 -0.004 -0.049 0.016 0.01
H 5.5634 0.5011 3.5441 0.005 -0.005 -0.002 0.00
H 4.2435 2.5896 3.1465 0.005 0.003 0.009 0.00
N 1.9835 0.3457 2.0997 -0.061 -0.107 0.097 0.01
C -1.3179 -2.8411 2.0416 0.011 -0.007 0.031 0.00
H 1.8285 -1.3262 -0.9852 -0.013 0.034 -0.020 0.00
H 1.7114 -5.0322 -3.1438 -0.015 -0.013 -0.009 0.00
H -1.5419 4.6435 -2.3441 -0.047 -0.028 0.018 0.01
N -1.7109 -1.0226 0.4735 0.050 0.109 -0.042 0.01
Ti -0.0151 1.3081 -0.7957 0.810 -0.312 0.003 1.64
O -1.9734 1.8247 -0.7649 -0.672 0.941 -0.524 -0.05
O 0.0025 3.3064 -1.8533 -0.613 -0.027 0.153 0.02
H 0.2483 -0.8798 0.8589 -0.007 0.059 -0.012 0.01
H 1.9350 2.3889 2.2134 0.000 0.023 -0.005 0.00
H -4.3072 -1.4696 0.9702 -0.006 0.018 -0.011 0.00
C -1.3702 3.5719 -2.2409 0.786 0.359 -0.271 0.07
H -1.7336 -3.4204 2.8667 -0.020 -0.005 0.005 0.00
H -1.1550 -3.5049 1.1921 -0.007 -0.004 -0.015 0.00
C 2.5445 1.5150 2.4038 -0.014 0.001 -0.006 0.00
H -3.6996 3.1423 -0.0498 -0.061 0.018 -0.088 0.00
O -0.0662 4.7872 1.3514 0.093 0.154 -0.063 0.02
H -3.0459 -1.2669 3.6276 -0.002 -0.015 0.011 0.00
C 3.8268 1.6175 2.9239 -0.035 0.007 -0.025 0.00
C 3.9670 -0.7482 2.8336 -0.001 0.099 -0.010 0.00
H -1.5326 -0.4470 3.3009 0.016 0.006 -0.022 0.00
O 0.0887 2.6326 0.7573 -0.070 0.257 -0.001 -0.03
H -0.2265 -4.2581 -4.4625 -0.002 0.002 -0.012 0.00
H -0.6014 0.3108 1.5730 0.111 -0.057 0.009 0.01
H -0.3508 -2.4602 2.3777 0.012 0.019 -0.008 0.00
O -3.3668 3.6034 -0.8356 0.337 0.011 -0.184 0.04
C -3.6040 -2.2729 1.2027 0.026 -0.014 0.013 0.00
C -2.2625 -1.7063 1.6581 -0.064 -0.025 -0.021 0.00
H -3.4735 -2.8864 0.3111 0.012 -0.011 -0.010 0.00
N 1.9484 1.3714 -3.8540 0.036 0.018 -0.101 0.00
C 2.6822 -0.7628 2.3164 0.124 -0.047 -0.024 0.00
C 1.8606 -3.2362 -1.9734 -0.009 0.048 0.021 0.00
C -2.2711 2.9514 -1.2422 -0.360 -1.047 0.753 0.19
H 2.7177 -3.5925 -1.4179 0.007 -0.010 -0.006 0.00
S -1.6321 -1.5389 -4.1838 0.040 -0.046 0.071 0.01
S 2.5410 1.3615 -1.0646 0.049 -0.100 -0.371 -0.01
H -1.9909 0.6671 -3.1871 -0.044 -0.013 -0.005 0.00
H -3.0281 0.1280 2.5471 -0.020 -0.001 -0.014 0.00
C -1.3635 -0.2098 -3.1373 0.274 0.007 0.044 0.06
C -0.3020 -2.3579 -3.4345 0.080 -0.053 0.006 -0.01
N -0.5369 -0.2520 0.7220 -0.049 0.063 0.035 0.00
H 2.2165 -1.7111 2.0630 -0.009 0.007 0.014 0.00
C 2.2495 1.3769 -2.7351 -0.027 -0.080 0.416 0.00
Br 4.8877 -2.3745 3.0987 0.008 -0.020 0.002 0.00
H -1.4367 3.1033 -3.2287 -0.259 -0.053 0.092 0.02
H 1.6143 4.1754 -0.9854 -0.033 0.024 -0.046 0.00
C -2.4736 -0.7644 2.8474 -0.005 0.006 0.038 0.00
C 1.3613 -1.9791 -1.7117 -0.007 -0.103 -0.048 0.01
H 0.1980 5.2641 -1.1422 0.042 -0.031 -0.118 0.00
H -4.0463 -2.8869 1.9868 -0.005 0.005 0.016 0.00
C 0.1329 3.9058 0.5359 -0.019 -0.309 0.206 0.00
C 0.2620 -1.5398 -2.4522 0.007 -0.012 0.040 0.01
C 0.5306 4.2541 -0.9024 -0.007 0.287 0.199 0.01
N -0.3721 -0.3115 -2.3058 -0.361 0.071 -0.234 -0.06
```
Positions in Å, forces in eV/Å.

Output
Orbital gap (spin up / spin down)   0.216 / 0.303 hartree
Total energy   -154717.431 eV
Multiplicity   3


- Among the records above, which one has the lowest total energy?
  C21H26BrN5O5S2Ti